(1)
Formula: C42H39N6P2Sn
Source: OMol25
Level of theory: ωB97M-V/def2-TZVPD

Calculated values
lowest unoccupied orbital energy = -10.087 eV
HOMO level = -14.8 eV
total charge = +3

Geometry as XYZ:
```
90
Properties=species:S:1:pos:R:3:forces:R:3:lowdin_charge:R:1
Sn -1.032 1.476 -0.849 -0.53 0.40 0.26 0.846
C -0.963 -1.943 -2.068 -0.31 -0.31 0.37 -0.302
N -0.930 -2.488 -0.703 0.23 0.88 -0.37 -0.190
C -2.066 -2.075 0.102 1.74 -0.32 1.06 -0.298
P -1.993 -0.368 0.775 0.88 0.09 0.78 0.923
C -0.803 -0.382 2.224 -0.63 0.67 -0.71 -0.342
C 0.381 -1.105 2.239 -0.32 -0.87 -1.21 -0.093
C 1.209 -1.080 3.347 -0.87 -0.10 -0.95 -0.083
C 0.824 -0.333 4.423 2.17 -0.42 2.10 -0.095
C -0.310 0.469 4.402 0.32 1.21 0.74 -0.070
C -1.109 0.505 3.278 0.52 -0.74 -0.57 -0.095
C -3.586 -0.107 1.558 -0.61 -0.53 0.25 -0.389
C -3.934 -0.839 2.697 -1.70 0.47 0.30 -0.053
C -5.288 -0.747 3.134 1.82 -1.28 2.12 -0.050
C -6.229 -0.011 2.502 -0.67 0.56 -0.31 -0.073
C -5.915 0.644 1.336 -0.21 -0.20 -0.26 -0.051
C -4.604 0.600 0.918 -0.05 0.35 -1.05 -0.099
C -0.707 -3.921 -0.645 -1.46 -0.79 0.48 -0.264
C 0.414 -4.452 -0.052 1.10 0.30 -0.24 -0.024
C 0.594 -5.834 -0.016 0.14 -0.32 -0.19 -0.063
C -0.430 -6.669 -0.413 -0.09 -1.61 -0.13 -0.080
C -1.637 -6.176 -0.888 0.06 -0.05 0.50 -0.062
C -1.760 -4.803 -0.995 -0.47 0.77 -0.64 -0.022
P 0.017 -0.399 -2.241 0.66 -0.88 0.84 0.879
C 1.752 -0.888 -1.895 -0.29 0.34 0.50 -0.318
C 2.338 -0.467 -0.683 -0.18 -0.73 -1.29 -0.107
C 3.593 -0.942 -0.377 0.14 -0.59 -0.30 -0.096
C 4.304 -1.746 -1.251 -0.39 0.23 -0.57 -0.032
C 3.770 -2.073 -2.505 0.18 0.02 1.59 -0.040
C 2.468 -1.722 -2.776 -0.37 0.77 -0.21 -0.064
C -0.053 0.180 -3.913 1.09 -0.06 -0.03 -0.433
C -0.415 -0.697 -4.898 -0.60 -1.01 -1.69 -0.091
C -0.080 -0.556 -6.267 0.01 0.46 1.76 -0.021
C 0.655 0.578 -6.595 -0.54 -0.95 -0.62 -0.048
C 1.011 1.484 -5.601 0.65 0.51 -0.37 -0.063
C 0.742 1.265 -4.259 -0.05 0.72 -0.61 -0.108
H -1.974 -1.770 -2.465 0.02 -0.01 0.14 0.104
H -0.506 -2.709 -2.660 0.38 -0.27 -0.80 0.099
H -2.001 -2.688 0.994 -0.26 -0.15 0.39 0.117
H -2.992 -2.288 -0.345 -1.61 0.07 -0.73 0.088
H 0.638 -1.745 1.373 -0.19 0.42 0.56 0.094
H 2.086 -1.681 3.325 0.60 -0.26 0.25 0.108
H 1.578 -0.448 5.292 -1.80 0.73 -1.02 0.145
H -0.478 1.186 5.225 -0.12 -0.66 -0.41 0.123
H -1.922 1.199 3.159 -0.30 0.03 0.33 0.109
H -3.249 -1.412 3.303 0.20 -0.07 -0.18 0.114
H -5.586 -1.230 4.095 0.49 0.24 -0.96 0.135
H -7.207 0.104 2.919 -0.49 -0.25 0.16 0.120
H -6.729 1.068 0.743 0.60 0.31 0.15 0.128
H -4.416 1.106 -0.003 0.47 0.25 -0.54 0.070
H 1.205 -3.792 0.316 -0.20 -0.16 -0.23 0.108
H 1.547 -6.293 0.237 -0.17 0.34 0.36 0.116
H -0.348 -7.783 -0.377 0.30 1.14 0.10 0.132
H -2.429 -6.917 -1.071 0.20 0.81 -0.23 0.126
H -2.699 -4.377 -1.376 0.38 -0.17 0.13 0.121
H 1.866 0.177 0.030 -0.49 0.29 0.15 0.072
H 4.001 -0.718 0.568 0.50 0.31 0.80 0.055
H 5.281 -2.098 -0.973 0.27 -0.07 0.03 0.115
H 4.371 -2.663 -3.157 0.07 -0.32 -0.60 0.113
H 2.055 -2.027 -3.724 -0.32 0.00 -0.13 0.113
H -0.959 -1.570 -4.605 -0.29 -0.50 -0.03 0.092
H -0.345 -1.350 -6.959 0.04 0.34 -0.03 0.122
H 0.941 0.659 -7.647 0.12 0.51 0.44 0.125
H 1.602 2.350 -5.895 -0.07 -0.13 0.15 0.118
H 1.189 1.942 -3.537 -0.16 -0.07 0.13 0.109
N -5.259 4.259 -4.652 0.18 -0.46 -0.32 0.211
C -4.244 3.493 -4.237 0.97 0.63 -0.24 -0.418
N -3.013 3.810 -4.719 -0.19 -2.07 1.75 0.207
N -4.448 2.551 -3.298 -0.10 0.22 -0.26 0.153
C -3.557 1.800 -2.773 0.14 0.47 -0.17 -0.319
N -2.800 1.082 -2.222 -0.02 0.40 -0.12 -0.028
H -5.261 4.820 -5.512 0.35 -0.41 0.79 0.154
H -6.153 4.031 -4.281 -0.68 -0.12 0.21 0.122
H -2.941 4.329 -5.542 0.21 0.97 -1.27 0.102
H -2.244 3.168 -4.507 -0.49 0.48 -0.28 0.120
C 5.290 5.500 6.779 0.73 0.24 -0.01 0.300
C 5.188 4.565 5.792 -0.16 -0.03 -0.28 -0.250
C 4.086 3.645 5.782 -1.44 -0.50 0.44 0.040
C 3.876 2.852 4.680 0.74 -0.09 -0.69 0.037
C 4.822 2.946 3.593 -0.97 -0.47 0.23 -0.137
C 5.884 3.815 3.574 0.72 1.32 1.07 0.020
C 6.086 4.623 4.681 0.66 -0.36 0.18 0.081
C 4.717 2.108 2.428 -0.72 -0.63 -0.05 -0.104
N 4.586 1.399 1.530 0.15 0.51 0.43 0.248
H 6.184 6.146 6.859 -0.73 -0.20 -0.07 0.132
H 4.475 5.614 7.476 0.09 0.07 0.40 0.113
H 3.374 3.567 6.670 1.14 0.28 -1.31 0.168
H 3.051 2.139 4.567 0.34 0.35 0.30 0.127
H 6.567 3.880 2.748 0.08 -0.17 -0.26 0.143
H 6.985 5.250 4.759 -0.57 -0.09 -0.16 0.154
```
Positions in Å, forces in eV/Å.

(2)
Formula: C30H23N6O6Re
Source: OMol25
Level of theory: ωB97M-V/def2-TZVPD

Calculated values
2S+1 = 2
lowest unoccupied orbital energy (spin up / spin down) = -12.125 / -11.718 eV
HOMO level (spin up / spin down) = -15.4 / -15.4 eV
total charge = +3
<S²> = 0.800

Geometry as XYZ:
```
66
Properties=species:S:1:pos:R:3:forces:R:3:lowdin_spin:R:1
Re 0.136 -0.274 -0.572 -0.43 0.50 0.96 0.839
N 0.517 1.311 2.479 -0.26 0.65 -0.24 0.002
C 0.106 2.088 1.459 0.60 -0.47 0.15 0.012
C -0.815 3.209 1.823 -0.34 0.09 0.38 0.007
C -1.165 4.186 0.683 0.58 0.15 -0.03 0.003
C -0.884 3.588 -0.705 -0.25 0.22 -0.02 0.001
C 0.182 2.596 -0.800 -0.09 -1.10 -0.37 0.023
N 0.457 1.768 0.200 0.50 -0.08 0.49 0.001
C 0.674 -0.069 2.526 0.29 -1.07 0.36 0.000
C 1.276 -0.625 3.658 -0.05 0.04 -0.23 0.001
C 1.248 -1.996 3.830 -0.18 0.21 -0.18 0.000
C 0.535 -2.763 2.913 -0.09 0.20 -0.08 0.001
C -0.017 -2.138 1.813 -0.06 -0.67 0.47 0.000
N 0.104 -0.823 1.567 0.27 0.66 -0.57 -0.003
H 0.578 1.761 3.390 -0.19 -0.06 -0.19 0.000
H -0.482 3.755 2.708 0.09 -0.04 -0.02 0.001
H -0.796 5.196 0.844 -0.08 -0.02 0.07 0.000
H -0.815 4.339 -1.490 -0.01 -0.01 0.07 0.000
H 0.763 2.490 -1.706 0.10 -0.10 0.05 0.000
H 1.754 0.017 4.381 0.06 0.08 0.09 0.000
H 1.729 -2.453 4.681 0.03 -0.01 0.08 0.000
H 0.408 -3.824 3.055 -0.01 -0.08 -0.06 0.000
H -0.606 -2.699 1.101 0.15 0.04 -0.05 0.000
O -0.330 -2.268 -1.174 -0.67 1.97 0.43 0.024
C 0.429 -3.249 -1.239 1.37 -1.28 0.07 0.000
C 1.792 -3.321 -0.821 -0.20 0.91 0.04 0.002
C 2.431 -4.573 -0.817 0.62 -0.38 0.18 0.000
C 3.705 -4.695 -0.315 -0.72 0.12 -0.24 -0.001
C 4.414 -3.586 0.163 -0.18 0.03 -0.05 -0.001
C 3.842 -2.340 0.105 -0.43 0.16 -0.12 -0.001
C 2.516 -2.159 -0.368 0.57 -1.68 0.11 0.005
O 2.001 -0.981 -0.368 -0.75 1.36 -0.26 0.055
N 4.317 -6.043 -0.236 -0.58 1.39 -0.02 0.000
O 5.249 -6.135 0.509 0.77 -0.47 0.40 0.000
O 3.797 -6.887 -0.906 -0.15 -1.01 -0.40 0.000
H -0.002 -4.181 -1.628 -0.07 0.17 0.02 -0.001
H 1.917 -5.454 -1.180 0.01 -0.06 -0.01 0.000
H 5.403 -3.730 0.577 0.01 0.00 -0.05 0.000
H 4.379 -1.467 0.442 0.07 0.10 0.04 0.000
O -5.178 4.700 2.605 -0.46 0.39 0.27 0.000
C -3.978 4.254 2.774 -0.43 -0.45 0.23 0.004
O -3.269 4.476 3.723 -0.08 0.08 -0.65 0.017
C -3.229 3.471 1.737 1.96 0.17 -0.09 0.056
C -2.709 4.030 0.482 -1.06 0.19 -0.17 0.006
C -2.350 2.987 -0.616 0.09 -0.32 -0.29 0.002
C -2.296 1.571 -0.113 -0.30 0.31 0.37 -0.008
C -2.338 1.333 1.209 -0.89 -0.33 -0.47 -0.001
C -2.213 2.490 2.166 0.18 -0.04 0.26 0.009
N -1.778 0.625 -1.012 0.27 -0.38 -0.23 0.008
C -2.127 0.546 -2.267 -0.30 0.06 0.15 -0.028
C -1.151 0.039 -3.186 0.04 -0.37 -0.68 0.000
C -1.388 -0.171 -4.549 -0.01 0.13 0.62 -0.012
C -0.325 -0.495 -5.374 0.25 -0.05 0.08 -0.003
C 0.942 -0.606 -4.815 -0.34 0.07 -0.05 -0.009
C 1.098 -0.432 -3.447 0.54 0.03 -0.33 -0.006
N 0.090 -0.119 -2.644 0.10 0.08 -0.25 -0.002
H -5.674 4.443 1.811 0.21 -0.13 -0.02 0.000
H -3.229 4.898 0.087 0.01 0.02 0.01 0.000
H -2.916 3.078 -1.541 -0.13 0.08 0.05 -0.001
H -2.361 0.327 1.598 0.12 -0.13 0.06 -0.001
H -2.291 2.182 3.206 -0.03 0.06 -0.08 0.000
H -3.077 0.915 -2.642 -0.03 0.07 0.08 -0.001
H -2.392 -0.091 -4.935 -0.11 0.10 -0.06 0.000
H -0.478 -0.654 -6.430 -0.02 -0.02 -0.09 0.000
H 1.802 -0.827 -5.425 0.12 -0.09 -0.06 0.000
H 2.069 -0.541 -2.982 0.01 -0.01 0.05 0.000
```
Positions in Å, forces in eV/Å.

(3)
Formula: C4H9N2O
Source: OMol25
Level of theory: ωB97M-V/def2-TZVPD

Calculated values
lowest unoccupied orbital energy = -3.639 eV
HOMO level = -14.1 eV
relative energy (zero: lowest compared OMol25 entry of this formula, charge and spin) = 281.66 kJ/mol
total charge = +1

Geometry as XYZ:
```
16
Properties=species:S:1:pos:R:3:forces:R:3:lowdin_charge:R:1
C 2.309 -0.440 0.644 1.92 -0.49 -1.23 0.091
C 1.503 -0.425 -0.400 -0.66 -0.62 1.31 -0.137
C -1.287 -0.108 -0.070 3.90 2.19 0.11 -0.248
C 0.452 0.516 -0.630 -3.65 1.88 3.24 -0.175
N -2.000 0.721 0.646 0.39 0.04 -0.63 0.191
N -1.636 -1.263 -0.482 -5.80 -0.02 1.47 0.197
O 0.424 1.793 -0.012 -0.62 -1.16 -1.53 0.004
H 3.090 -1.181 0.647 -0.12 -0.65 0.22 0.081
H 2.617 0.364 1.252 -0.62 1.07 0.93 0.068
H 1.415 -1.266 -1.046 0.40 -0.69 -0.49 0.109
H 0.176 0.583 -1.624 -0.38 0.58 -2.03 0.116
H -1.483 1.590 0.907 -1.11 -0.67 -0.29 0.146
H -3.012 0.541 0.709 0.75 0.75 0.52 0.152
H -0.963 -1.806 -0.894 1.22 -2.01 -1.33 0.087
H -2.702 -1.551 -0.284 3.45 0.03 -0.90 0.222
H 1.097 1.932 0.637 0.93 -0.21 0.63 0.093
```
Positions in Å, forces in eV/Å.

(4)
Formula: C4H5I
Source: OMol25
Level of theory: ωB97M-V/def2-TZVPD

Calculated values
lowest unoccupied orbital energy = 0.349 eV
HOMO level = -9.0 eV
relative energy (zero: lowest compared OMol25 entry of this formula, charge and spin) = 194.59 kJ/mol
total charge = 0

Geometry as XYZ:
```
10
Properties=species:S:1:pos:R:3:forces:R:3:lowdin_charge:R:1
I 2.157 -2.730 0.562 -0.45 0.31 0.04 0.718
C 0.952 -1.045 1.019 0.76 0.95 0.50 -0.637
C 0.209 -0.380 0.189 -1.92 3.54 -1.36 -0.239
C -0.830 1.154 0.069 2.99 -3.44 -0.79 0.006
C -0.464 0.087 -1.022 -1.91 0.34 0.23 -0.196
H 1.220 -0.516 1.945 -0.18 -0.91 -0.14 0.045
H -1.639 1.260 0.744 -0.91 -0.75 0.12 0.052
H -0.340 2.060 -0.162 0.89 0.78 0.35 0.042
H 0.040 0.559 -1.876 0.56 -0.37 0.66 0.111
H -1.305 -0.449 -1.467 0.16 -0.46 0.39 0.098
```
Positions in Å, forces in eV/Å.

(5)
Formula: C5H2Br2O2S
Source: OMol25
Level of theory: ωB97M-V/def2-TZVPD

Calculated values
lowest unoccupied orbital energy = 0.373 eV
HOMO level = -8.9 eV
total charge = 0

Geometry as XYZ:
```
12
Properties=species:S:1:pos:R:3:forces:R:3:lowdin_charge:R:1
C 0.132 1.498 -1.734 -1.38 -0.58 0.47 -0.408
C -0.130 -0.020 -0.041 0.33 -4.36 4.06 -0.246
C 0.545 1.062 -0.518 1.12 1.57 -1.26 -0.837
C -1.066 -0.512 -0.898 0.28 1.59 0.10 -1.046
C 0.391 -0.979 1.603 1.83 2.77 -3.41 -0.274
O -0.486 -1.912 1.952 -0.50 -2.42 -0.43 -0.017
O -0.335 -0.709 2.711 -0.35 1.78 1.18 0.046
S -1.318 0.593 -2.255 1.92 -0.15 0.91 0.963
Br 2.076 1.818 0.269 0.03 -0.02 0.29 0.771
Br -1.952 -2.097 -0.698 -0.77 -0.67 -0.24 0.819
H 0.594 2.337 -2.194 -0.25 0.45 -0.77 0.058
H 1.548 -1.081 1.803 -2.26 0.02 -0.92 0.170
```
Positions in Å, forces in eV/Å.

(6)
Formula: CH6N3
Source: OMol25
Level of theory: ωB97M-V/def2-TZVPD

Calculated values
lowest unoccupied orbital energy = -4.071 eV
HOMO level = -13.3 eV
relative energy (zero: lowest compared OMol25 entry of this formula, charge and spin) = 483.80 kJ/mol
total charge = +1

Geometry as XYZ:
```
10
Properties=species:S:1:pos:R:3:forces:R:3:lowdin_charge:R:1
N -2.056 0.287 -0.013 0.40 -0.30 0.00 0.164
C -0.910 -0.285 -0.012 6.34 3.34 0.19 0.002
N 0.577 0.739 0.013 -7.00 -1.72 -0.20 -0.067
N 1.777 0.004 0.018 1.12 -0.98 0.18 -0.003
H -2.906 -0.267 -0.028 0.00 0.23 -0.01 0.150
H -2.106 1.299 0.006 -0.11 0.08 0.01 0.148
H -0.735 -1.346 -0.025 -0.48 -0.38 -0.03 0.102
H 2.238 0.083 0.948 -0.18 -0.25 -0.51 0.169
H 2.393 0.484 -0.667 -0.22 -0.47 0.31 0.172
H 1.728 -0.998 -0.241 0.12 0.45 0.07 0.163
```
Positions in Å, forces in eV/Å.

(7)
Formula: C5H8O
Source: OMol25
Level of theory: ωB97M-V/def2-TZVPD

Calculated values
lowest unoccupied orbital energy = 1.028 eV
HOMO level = -9.0 eV
relative energy (zero: lowest compared OMol25 entry of this formula, charge and spin) = 571.84 kJ/mol
total charge = 0

Geometry as XYZ:
```
14
Properties=species:S:1:pos:R:3:forces:R:3:lowdin_charge:R:1
C 2.268 -0.153 -1.070 1.00 3.77 -0.20 0.024
C 1.648 0.981 -0.624 1.41 -1.72 0.59 -0.155
C 0.399 0.956 0.205 -1.78 -1.11 2.05 -0.228
C -1.618 -0.330 0.505 0.99 -0.20 0.15 -0.278
C -2.261 -1.517 0.690 -1.57 -0.20 0.47 -0.092
H 1.740 -1.031 -0.874 -0.16 -1.66 0.07 0.024
H 3.295 -0.074 -1.601 -2.17 -0.40 0.84 0.092
H 2.085 1.964 -0.768 0.02 -0.01 -0.03 0.089
H 0.266 1.269 1.352 1.63 -0.03 -2.33 0.162
H -0.327 1.607 -0.277 -0.26 -0.04 -0.30 0.082
H -2.214 0.866 0.555 2.16 -4.09 -0.38 0.197
H -1.620 -2.849 0.882 -2.30 4.79 -0.87 0.201
H -3.502 -1.260 0.721 3.64 -1.68 0.18 0.096
O -0.161 -0.428 0.301 -2.61 2.57 -0.23 -0.215
```
Positions in Å, forces in eV/Å.

(8)
Formula: CHFINO2
Source: OMol25
Level of theory: ωB97M-V/def2-TZVPD

Calculated values
lowest unoccupied orbital energy = -0.767 eV
HOMO level = -9.8 eV
relative energy (zero: lowest compared OMol25 entry of this formula, charge and spin) = 101.99 kJ/mol
total charge = 0

Geometry as XYZ:
```
7
Properties=species:S:1:pos:R:3:forces:R:3:lowdin_charge:R:1
O -0.866 1.394 1.556 -0.57 -0.40 1.07 0.170
C -0.267 1.475 0.575 0.04 0.14 -0.23 -0.523
N 0.305 1.775 -0.433 0.50 0.39 -0.86 -0.452
I 1.350 0.874 -1.841 0.07 -0.12 -0.05 0.898
O -0.232 -1.437 -0.254 0.42 0.58 -0.84 -0.082
F -0.826 -2.072 0.824 -0.34 -0.56 0.75 -0.096
H 0.536 -2.010 -0.427 -0.13 -0.03 0.15 0.084
```
Positions in Å, forces in eV/Å.

Number 1: calculated total energy -2848.4886 a.u.. Number 2: calculated total energy -2014.0954 a.u.. Number 3: calculated total energy -342.2500 a.u.. Number 4: calculated total energy -452.9741 a.u.. Number 5: calculated total energy -5888.2078 a.u.. Number 6: calculated total energy -205.5732 a.u.. Number 7: calculated total energy -270.3401 a.u.. Number 8: calculated total energy -641.3457 a.u..